Entry 1:
A cluster of 2 separate species, C2H2ClNO in total in a non-equilibrium geometry, computed with ωB97M-V/def2-TZVPD.

Calculated values
- LUMO level (spin up / spin down) (eV) = 0.65 / -2.93
- orbital gap (spin up / spin down) (eV) = 9.91 / 9.07
- relative energy (zero: lowest compared OMol25 entry of this formula, charge and spin) (kJ/mol) = 25.9
- E_HOMO (spin up / spin down) (eV) = -9.261 / -12.004
- 2S+1 = 3
- total energy (eV) = -18161.4558

Atoms and positions in Å:
1 C -0.059 -1.196 0.337
2 C 0.544 0.029 0.714
3 N -0.547 -2.110 -0.143
4 O 0.008 1.179 -1.405
5 Cl -0.256 0.898 1.886
6 H 1.208 0.472 -0.009
7 H -0.898 0.728 -1.379

Here are the natural (NBO) charges for atoms 1 to 6, given in e: number 1, C, carries 0.176; number 2, C, carries -0.280; number 3, N, carries -0.267; number 4, O, carries -0.445; number 5, Cl, carries 0.125; number 6, H, carries 0.260

Entry 2:
An isolated molecule of C4H7NO in a non-equilibrium geometry, computed with ωB97M-V/def2-TZVPD.

Calculated values
- LUMO level (eV) = 0.96
- orbital gap (eV) = 9.09
- relative energy (zero: lowest compared OMol25 entry of this formula, charge and spin) (kJ/mol) = 325.9
- SMILES string = CNCC=C=O
- E_HOMO (eV) = -8.123
- total energy (eV) = -7796.2667

Atoms and positions in Å:
1 C -0.744 -1.358 -0.142
2 N 0.634 -0.566 0.415
3 C 0.206 0.733 0.918
4 C -0.088 1.361 -0.392
5 C 0.726 0.780 -1.283
6 O 1.313 0.515 -2.260
7 H -1.178 -1.014 -1.113
8 H -0.385 -2.373 -0.255
9 H -1.527 -1.266 0.626
10 H 1.370 -0.953 1.030
11 H -0.634 0.678 1.616
12 H 1.021 1.253 1.441
13 H -0.714 2.209 -0.600

Here are the natural (NBO) charges for atoms 1 to 6, given in e: number 1, C, carries -0.402; number 2, N, carries -0.644; number 3, C, carries -0.223; number 4, C, carries -0.588; number 5, C, carries 0.744; number 6, O, carries -0.499

Entry 3:
A cluster of 2 separate species, C5H13IN in total in a non-equilibrium geometry, computed with ωB97M-V/def2-TZVPD.

Calculated values
- LUMO level (spin up / spin down) (eV) = -3.09 / -8.75
- orbital gap (spin up / spin down) (eV) = 8.20 / 4.71
- relative energy (zero: lowest compared OMol25 entry of this formula, charge and spin) (kJ/mol) = 126.5
- charge = +1
- E_HOMO (spin up / spin down) (eV) = -11.289 / -13.462
- 2S+1 = 3
- total energy (eV) = -14974.8336

Atoms and positions in Å:
1 C -1.310 -2.078 1.857
2 C -0.332 0.982 -1.905
3 C 1.653 2.009 -0.470
4 C -0.821 -1.265 0.568
5 C 0.964 0.939 -1.221
6 N -0.071 -0.088 0.986
7 I 2.116 -0.685 -1.594
8 H -0.290 -2.368 2.246
9 H -1.699 -1.240 2.427
10 H -1.924 -2.893 1.548
11 H -1.124 1.039 -1.094
12 H -0.473 1.627 -2.770
13 H -0.567 0.011 -2.430
14 H 1.342 2.960 -0.955
15 H 2.700 2.001 -0.542
16 H 1.302 1.922 0.572
17 H -1.558 -1.079 -0.166
18 H -0.174 -1.955 -0.039
19 H -0.544 0.535 1.571
20 H 0.812 -0.374 1.410

Here are the natural (NBO) charges for atoms 1 to 6, given in e: number 1, C, carries -0.554; number 2, C, carries -0.725; number 3, C, carries -0.698; number 4, C, carries -0.284; number 5, C, carries -0.124; number 6, N, carries -0.347

Repeat the second record exactly.
An isolated molecule of C4H7NO in a non-equilibrium geometry, computed with ωB97M-V/def2-TZVPD.

Calculated values
- LUMO level (eV) = 0.96
- orbital gap (eV) = 9.09
- relative energy (zero: lowest compared OMol25 entry of this formula, charge and spin) (kJ/mol) = 325.9
- SMILES string = CNCC=C=O
- E_HOMO (eV) = -8.123
- total energy (eV) = -7796.2667

Atoms and positions in Å:
1 C -0.744 -1.358 -0.142
2 N 0.634 -0.566 0.415
3 C 0.206 0.733 0.918
4 C -0.088 1.361 -0.392
5 C 0.726 0.780 -1.283
6 O 1.313 0.515 -2.260
7 H -1.178 -1.014 -1.113
8 H -0.385 -2.373 -0.255
9 H -1.527 -1.266 0.626
10 H 1.370 -0.953 1.030
11 H -0.634 0.678 1.616
12 H 1.021 1.253 1.441
13 H -0.714 2.209 -0.600

Here are the natural (NBO) charges for atoms 1 to 6, given in e: number 1, C, carries -0.402; number 2, N, carries -0.644; number 3, C, carries -0.223; number 4, C, carries -0.588; number 5, C, carries 0.744; number 6, O, carries -0.499